Density functional theory data (wB97M-V/def2-TZVPD) for a molecular structure, C47H40N2O4PS3SbSc.

```
99
Properties=species:S:1:pos:R:3:mulliken_spin:R:1
H 7.462 -2.886 0.268 0.000
C -5.134 -3.138 -0.783 0.000
H 2.904 -5.171 5.007 -0.001
C 5.627 -1.984 0.914 0.001
H 2.691 -6.776 3.140 0.001
S -0.189 1.376 -2.922 0.000
C 4.235 0.961 6.320 -0.001
C -4.366 1.996 -4.491 0.000
C 7.345 -0.819 -0.304 0.008
C 2.975 -3.446 3.727 -0.044
H -3.290 -4.084 -1.349 0.000
Sb 2.928 -0.816 1.932 0.238
C -5.764 -1.936 -0.490 0.000
H 2.047 -4.445 -3.431 0.000
P -2.631 0.724 -0.939 0.012
C -1.826 1.666 -3.494 0.000
C 2.579 -2.994 -4.922 0.000
C -0.484 -3.621 0.779 0.003
O 0.382 -1.615 0.090 -0.081
H 2.805 -3.540 0.345 0.018
H 2.590 -3.708 -5.735 0.000
H -2.786 -4.262 3.133 0.000
O -0.028 2.097 -1.619 -0.030
C 5.175 0.914 5.300 0.002
C 2.821 -3.889 1.374 0.010
C 2.275 -3.405 -3.630 0.004
C -4.184 1.499 -3.207 0.000
H -5.368 2.121 -4.881 0.000
C 6.868 -1.980 0.289 -0.004
H -5.049 1.247 -2.606 0.000
H 3.172 -0.537 -1.024 0.007
H -5.548 0.184 -0.286 0.000
O 0.748 1.768 -3.928 -0.002
H -1.117 2.411 -5.369 0.000
H -5.172 2.526 2.917 0.000
H -6.816 -1.923 -0.232 0.000
H 6.177 1.289 5.468 0.000
H 2.653 -5.954 0.804 0.000
H 3.100 -1.321 -6.162 0.000
H 0.190 -4.017 0.038 0.001
H 4.502 1.373 7.285 0.000
C -3.510 2.024 0.000 0.002
C -4.695 2.762 1.974 0.001
C 3.549 -0.095 3.829 0.020
C -3.452 3.348 -0.431 -0.002
C 2.759 -5.715 2.937 0.013
C 4.834 0.389 4.059 -0.022
C 2.953 -2.974 2.417 0.231
C -5.050 -0.747 -0.528 0.001
C -1.214 -1.558 1.776 -0.003
C 2.550 -1.157 -2.837 -0.015
O -0.171 -0.066 -2.545 -0.001
C -4.011 4.366 0.328 0.000
H 8.312 -0.815 -0.792 0.001
H 3.077 -2.757 4.558 0.012
H -2.690 -1.804 3.299 0.000
C 5.334 0.331 0.356 0.025
C 2.878 -4.812 3.985 -0.004
C 2.252 -2.488 -2.591 0.007
C 2.608 -0.035 4.857 0.011
H -1.299 -5.443 1.469 0.000
C -3.695 -0.749 -0.852 -0.001
C 4.841 -0.831 0.953 0.023
H 5.283 -2.897 1.381 -0.001
H -5.078 4.869 2.121 0.000
H 4.736 1.236 0.377 -0.002
C -2.071 -2.339 2.593 0.005
C -2.118 -3.699 2.495 -0.001
C 2.865 -1.657 -5.160 0.000
H 3.066 0.308 -4.309 0.000
S 2.087 1.397 0.988 0.450
H 2.210 0.528 6.888 0.000
H 1.983 -2.790 -1.585 0.010
H 1.593 -0.382 4.691 -0.001
C -3.786 -3.151 -1.117 0.000
H -3.952 5.389 -0.022 0.000
S -1.073 0.131 1.843 -0.006
C 2.855 -0.737 -4.120 -0.001
H 5.580 0.356 3.273 0.001
H -2.020 -1.975 -1.415 -0.001
C -1.989 2.168 -4.777 0.000
C 6.578 0.337 -0.264 -0.004
N 2.510 -0.231 -1.735 -0.005
H -4.155 0.729 1.593 -0.001
H 6.946 1.250 -0.717 0.000
C -4.639 4.076 1.530 0.000
C 2.949 0.485 6.098 0.005
C -1.303 -4.368 1.567 0.000
C -2.914 1.326 -2.676 0.000
H -5.694 -4.065 -0.751 0.000
N -0.465 -2.271 0.889 0.032
Sc 0.414 0.327 -0.518 0.071
C -3.273 2.336 -5.274 0.000
H -2.961 3.599 -1.364 0.000
H -3.420 2.724 -6.273 0.000
C -3.071 -1.962 -1.145 0.003
C -4.127 1.745 1.221 -0.003
C 2.735 -5.253 1.627 0.010
H 2.834 0.690 -2.025 0.001
```

## Properties
⟨S²⟩: 0.760
2S+1: 2
energy: -129594.067 eV
M: 990.738 g/mol
frontier orbital gap (spin up / spin down): 6.43 / 7.10 eV
relative energy (zero: lowest compared OMol25 entry of this formula, charge and spin): 0.543 eV

---

Density functional theory data (wB97M-V/def2-TZVPD) for a molecular structure, C2H2F3NO2.

```
10
Properties=species:S:1:pos:R:3:mulliken_spin:R:1
H -2.577 -0.491 -1.099 -0.001
N -2.138 -0.265 -0.213 0.093
H -2.414 0.697 0.119 0.002
C 1.719 -0.393 0.185 0.792
F 2.281 0.125 1.328 0.058
O -0.818 -0.298 -0.355 -0.014
F 1.673 -1.694 0.217 0.055
O -0.113 1.723 0.551 0.315
C -0.071 0.580 0.151 0.640
F 2.459 0.017 -0.884 0.061
```

## Properties
⟨S²⟩: 2.005
2S+1: 3
energy: -15835.693 eV
M: 129.037 g/mol
frontier orbital gap (spin up / spin down): 6.23 / 7.59 eV
relative energy (zero: lowest compared OMol25 entry of this formula, charge and spin): 2.140 eV

---

Density functional theory data (wB97M-V/def2-TZVPD) for a molecular structure, C21H48FN2O5Pd.

```
78
Properties=species:S:1:pos:R:3:mulliken_spin:R:1
C -6.004 0.021 2.179 0.005
C 4.781 2.901 -4.990 0.012
H 7.232 -2.954 4.500 0.000
C -6.736 1.402 2.346 0.026
H -4.022 -0.779 2.724 -0.003
H -6.186 -2.026 3.000 -0.002
H -6.296 2.165 1.704 -0.005
C -7.812 -2.080 0.990 0.011
H -5.843 -2.670 -0.825 -0.004
C 2.575 1.314 -6.115 0.007
H 2.482 0.341 -8.091 0.001
C 1.012 1.206 -6.089 -0.004
C 4.635 1.397 -4.586 0.011
H 4.689 2.041 -2.534 -0.001
H 1.767 -2.104 7.322 0.000
C 1.974 -2.974 9.070 0.000
O 2.836 -0.289 -4.226 0.663
C 6.959 -3.860 5.042 0.000
H 5.826 0.973 -6.437 -0.002
C -7.026 -1.106 0.045 -0.001
H -7.652 0.502 -1.391 -0.002
H 5.645 3.405 7.582 0.000
H -6.681 1.731 3.384 0.000
H 3.347 -0.579 -6.932 -0.005
H 4.321 4.373 -6.483 0.000
C 3.176 0.447 -7.257 0.023
C -6.601 -1.959 -1.156 -0.003
O 1.279 -2.133 8.148 0.000
H -4.060 0.981 2.490 0.000
H 1.505 -2.966 10.054 0.000
H 2.683 2.944 -7.701 -0.001
H -8.537 -2.301 3.008 0.000
H -7.222 -2.995 1.052 0.002
H 6.258 1.470 -3.078 0.000
H -8.799 -2.246 0.560 0.000
H -6.965 -0.845 4.040 0.000
H 6.541 0.339 -4.960 0.001
H -8.881 -0.687 -1.007 0.002
C 5.432 2.390 7.244 0.000
H -5.993 -1.358 -1.832 0.000
O -4.901 0.313 -0.007 0.620
H 5.096 0.318 -2.737 0.000
N -5.863 -0.478 0.785 0.320
H -7.786 1.300 2.074 -0.002
H 3.045 -2.782 9.121 0.000
H -8.499 0.587 0.106 -0.003
H 4.376 2.133 7.333 0.000
O 5.921 2.272 5.904 0.000
H 7.727 -4.591 4.790 0.000
H 5.379 1.641 5.424 0.000
Pd 0.309 0.068 -0.041 0.000
H 5.204 -0.482 -5.635 -0.006
H 5.969 1.671 7.862 0.000
H 0.668 0.370 -5.479 -0.002
C 2.857 2.811 -6.634 0.007
C 5.184 1.312 -3.176 0.000
H 0.482 1.147 -7.040 0.000
H 5.074 2.935 -7.122 0.000
H -8.816 -0.681 2.355 -0.001
C -6.790 -1.119 3.000 0.017
H 4.113 0.826 -7.665 -0.003
C -4.621 0.122 2.858 0.005
N 3.159 1.041 -4.758 0.286
C -8.048 -0.121 -0.589 0.021
H 5.818 3.221 -4.888 0.000
H 4.132 3.510 -4.361 -0.004
H 6.986 -3.806 6.130 0.000
H 0.578 2.022 -5.511 -0.001
C 4.328 3.286 -6.409 -0.005
H 5.374 -3.548 4.126 0.000
H -4.709 0.195 3.942 -0.001
O 5.746 -4.332 4.536 0.000
F 2.782 -0.691 2.965 0.000
H -7.436 -2.385 -1.712 0.000
C -8.104 -1.505 2.401 -0.003
C 5.596 0.522 -5.472 0.023
H 1.846 -4.035 8.851 0.000
H 2.186 3.504 -6.126 0.001
```

## Properties
⟨S²⟩: 2.011
charge: -1
2S+1: 3
energy: -41961.220 eV
M: 534.042 g/mol
frontier orbital gap (spin up / spin down): 5.67 / 4.87 eV
relative energy (zero: lowest compared OMol25 entry of this formula, charge and spin): 6.124 eV